No. 1
DFT (ωB97M-V/def2-TZVPD) results for a single C6H9N molecule.

Energy above the lowest of the compared OMol25 structures with the same formula, charge and spin, kcal/mol: 120.6
Orbital gap, eV: 9.79

```
16
Properties=species:S:1:pos:R:3:forces:R:3
C 2.283 0.344 0.049 0.0 0.0 0.0
C 1.424 -0.847 -0.264 0.2 -0.5 0.1
C 1.638 -2.131 -0.273 0.0 0.7 0.0
C -0.039 -0.728 -0.715 -0.1 0.0 0.0
N -0.913 -0.376 0.388 0.1 -0.1 0.1
C -2.274 -0.031 0.026 -0.2 -0.1 -0.1
C -1.322 1.012 0.482 0.0 0.3 0.0
H 2.326 1.007 -0.821 0.0 -0.1 0.1
H 3.303 0.040 0.295 -0.2 0.0 0.0
H 1.881 0.920 0.889 0.0 -0.1 -0.1
H -0.062 0.018 -1.527 0.0 -0.1 0.0
H -0.390 -1.680 -1.134 0.1 0.1 0.1
H -3.048 -0.409 0.690 0.1 0.1 -0.1
H -2.539 -0.040 -1.032 0.1 0.0 0.1
H -0.951 1.703 -0.276 0.0 -0.1 0.1
H -1.398 1.430 1.484 0.0 -0.1 -0.2
```
Positions in Å, forces in eV/Å.



No. 2
DFT (ωB97M-V/def2-TZVPD) results for 3 unconnected molecules or ions with the total composition C4H11N2O at a distorted geometry.

Total charge: +1
Energy above the lowest of the compared OMol25 structures with the same formula, charge and spin, kcal/mol: 302.3
Orbital gap, eV: 3.89

```
18
Properties=species:S:1:pos:R:3:forces:R:3
O 0.145 -1.535 -0.308 -0.3 2.4 0.9
C 0.887 -0.313 -0.142 -1.2 -1.4 3.1
N 1.130 0.430 -1.265 1.3 -0.6 -1.5
C 2.316 -0.492 0.482 -0.1 1.6 -2.4
N 2.824 0.826 0.632 -1.6 -1.6 0.8
C -3.146 0.246 0.775 0.3 0.0 -1.1
C -2.309 0.073 -0.354 -3.8 2.2 -0.5
H 0.387 0.392 0.547 -0.4 -0.3 0.6
H 0.271 0.603 -1.856 1.8 0.5 0.5
H 2.852 -1.062 -0.325 0.9 0.0 0.3
H 2.394 -1.152 1.319 -0.2 -0.5 1.0
H 2.109 0.845 -1.110 -2.2 0.4 -1.9
H 3.830 0.847 0.791 0.5 -0.2 -0.5
H -3.597 -0.687 1.068 -0.6 0.0 0.4
H -3.335 1.112 1.473 0.6 -0.7 -0.9
H -0.776 -1.349 0.122 1.6 -0.5 -1.3
H -3.911 0.150 -1.039 2.9 -0.9 1.8
H -2.072 1.066 -0.811 0.4 -0.5 0.7
```
Positions in Å, forces in eV/Å.



No. 3
DFT (ωB97M-V/def2-TZVPD) results for 3 unconnected molecules or ions with the total composition C3H13NO3 at a distorted geometry.

SMILES: CNCCO.O.O
Energy above the lowest of the compared OMol25 structures with the same formula, charge and spin, kcal/mol: 31.5
Orbital gap, eV: 9.99

```
20
Properties=species:S:1:pos:R:3:forces:R:3
C -1.202 -0.931 -2.695 -1.0 1.3 0.3
N -1.689 -0.266 -1.468 1.7 -0.1 0.6
C -0.756 0.795 -0.982 -1.6 0.1 0.6
C -0.540 0.820 0.508 -0.4 -2.0 0.8
O -0.192 -0.489 1.065 0.2 0.3 -0.8
H -0.498 -1.720 -2.456 -0.3 -0.4 -0.1
H -0.706 -0.222 -3.354 0.4 0.2 -0.1
H -2.107 -1.186 -3.244 0.3 -1.0 0.0
H -2.568 0.200 -1.596 -0.3 -0.3 -0.4
H 0.196 0.767 -1.508 -0.2 0.3 -0.2
H -1.373 1.704 -1.052 1.0 0.5 -0.9
H 0.261 1.474 0.781 0.2 0.5 0.0
H -1.454 1.099 1.042 0.0 0.3 -0.2
H -0.591 -1.126 0.447 0.0 0.2 0.4
H 2.264 1.437 2.491 0.5 -0.4 0.1
H 0.864 0.840 2.730 -0.2 -1.0 0.1
O 1.339 1.641 2.566 0.0 1.4 0.1
H 2.454 -1.342 1.675 -0.4 0.1 -0.2
H 3.016 -1.968 2.930 0.0 -0.1 0.1
O 3.281 -1.528 2.119 0.2 0.1 0.1
```
Positions in Å, forces in eV/Å.



No. 4
DFT (ωB97M-V/def2-TZVPD) results for 4 unconnected molecules or ions with the total composition C12H26IN9O5P at a distorted geometry.

Total charge: +1
Orbital gap, eV: 7.30

```
54
Properties=species:S:1:pos:R:3:forces:R:3
C 2.151 -4.973 -2.711 -0.8 0.7 -0.7
C 2.566 -3.660 -2.801 0.6 -1.2 0.8
N 1.879 -2.504 -2.359 0.2 -0.5 -2.3
C 2.559 -1.305 -2.318 0.3 1.7 0.0
C 1.730 -0.354 -1.850 0.1 -1.3 -0.3
N 0.547 -1.040 -1.592 -1.9 0.6 0.5
P -0.726 -0.005 -0.896 0.0 2.1 0.6
O -2.109 -0.177 -1.723 0.3 -1.1 0.3
I -1.112 -1.033 1.314 -0.2 -0.4 -0.7
C 0.624 -2.330 -1.912 0.7 -0.1 -0.4
C -0.425 -3.359 -1.755 -1.3 -0.4 0.5
C -1.684 -3.019 -2.603 0.4 0.5 -1.4
O -1.481 -2.339 -3.600 -0.1 -0.1 0.4
N -2.927 -3.506 -2.294 1.0 1.0 1.5
C -4.046 -2.631 -2.664 -1.0 -0.3 -0.4
C -3.056 -4.177 -0.998 -0.1 -1.0 0.2
H 2.599 -5.674 -2.008 1.3 -0.4 -1.5
H 1.378 -5.315 -3.408 -1.2 0.2 1.6
H 3.556 -3.466 -3.223 0.5 0.4 1.8
H 3.576 -1.064 -2.587 0.0 -0.9 -0.2
H 1.902 0.701 -1.689 -0.4 -0.1 0.3
H -2.435 0.685 -2.015 0.1 0.1 0.0
H -0.123 -4.358 -2.077 0.4 0.3 0.1
H -0.681 -3.440 -0.690 0.2 0.1 -0.1
H -4.660 -3.120 -3.428 0.1 0.2 0.1
H -4.690 -2.471 -1.792 0.2 -0.1 -0.1
H -3.750 -1.651 -3.031 0.4 -0.3 -0.1
H -2.586 -3.663 -0.150 -0.1 0.2 -0.3
H -2.630 -5.187 -1.064 0.0 0.2 0.1
H -4.105 -4.326 -0.734 0.1 0.1 -0.3
C 2.012 3.305 0.175 0.1 0.2 -0.2
O 1.385 2.246 0.129 0.1 -0.1 0.0
N 2.011 4.201 -0.831 0.4 -0.7 -0.3
N 2.760 3.657 1.266 -0.2 -0.1 0.3
H 2.509 5.070 -0.805 -0.3 0.2 0.1
H 1.468 3.980 -1.643 -0.1 0.2 0.0
H 2.784 3.013 2.034 0.1 0.0 0.0
H 3.278 4.513 1.330 0.0 0.0 -0.1
C -0.324 -1.002 5.763 0.0 0.0 0.1
O -1.342 -1.656 5.627 0.0 0.0 -0.1
N 0.320 -0.431 4.697 0.0 0.0 -0.1
N 0.258 -0.786 6.979 0.0 0.0 0.1
H 1.158 0.112 4.771 0.0 0.0 0.0
H -0.094 -0.579 3.796 0.1 0.1 0.1
H -0.191 -1.193 7.779 0.0 0.0 0.0
H 1.095 -0.252 7.109 0.0 0.0 0.0
C 0.129 6.728 0.871 -0.1 0.1 0.0
O 0.698 6.470 -0.180 -0.1 0.3 0.2
N -0.573 7.882 1.056 0.0 0.1 -0.1
N 0.150 5.884 1.946 0.1 -0.1 0.0
H -1.048 8.115 1.907 0.0 0.0 0.0
H -0.609 8.524 0.286 0.0 0.0 0.0
H 0.658 5.024 1.847 0.0 0.0 0.0
H -0.311 6.080 2.814 0.0 0.0 0.0
```
Positions in Å, forces in eV/Å.



No. 5
DFT (ωB97M-V/def2-TZVPD) results for a gas-phase ion, C6H10N5O (charge +1) at a distorted geometry.

Total charge: +1
Energy above the lowest of the compared OMol25 structures with the same formula, charge and spin, kcal/mol: 81.4
Orbital gap, eV: 6.90

```
22
Properties=species:S:1:pos:R:3:forces:R:3
C -0.766 1.225 -0.275 -1.5 3.8 0.6
C -0.921 0.464 1.128 0.7 -0.2 -2.1
C -1.273 0.463 -1.207 0.6 -1.1 0.8
C 1.231 -0.623 0.882 1.6 -0.2 -0.2
C 0.737 -1.881 -1.093 -0.4 -3.1 -1.6
C 0.063 -1.079 -2.320 2.0 -2.4 0.5
N -0.040 -0.388 1.434 -0.5 0.4 0.7
N 1.585 -1.281 -0.180 0.8 2.8 1.5
N -0.811 2.643 -0.179 0.2 -1.4 -0.7
N -2.025 0.855 1.818 1.5 -0.2 -0.4
N 2.279 -0.129 1.668 0.9 0.0 1.6
O -1.182 -0.611 -1.791 -1.5 1.0 -1.1
H -0.071 -2.304 -0.516 -0.9 -0.5 -0.2
H 1.353 -2.806 -1.471 -1.4 1.7 0.0
H 0.756 -0.305 -2.586 -0.1 0.9 -0.1
H -0.231 -1.652 -3.245 0.5 0.2 1.4
H -0.891 3.308 -0.978 0.3 -1.4 0.7
H -0.243 2.972 0.578 0.0 0.4 0.3
H -2.945 1.003 1.474 -0.3 0.3 -1.0
H -2.034 0.455 2.706 -0.1 -0.7 1.9
H 2.190 0.199 2.696 -0.3 -1.0 -2.7
H 3.241 -0.529 1.457 -2.0 0.7 0.2
```
Positions in Å, forces in eV/Å.



No. 6
DFT (ωB97M-V/def2-TZVPD) results for a single C2H4N2S molecule at a distorted geometry.

SMILES: [H]/N=C(/N)C=S
Energy above the lowest of the compared OMol25 structures with the same formula, charge and spin, kcal/mol: 28.6
Orbital gap, eV: 8.34

```
9
Properties=species:S:1:pos:R:3:forces:R:3
C -0.240 0.923 -0.896 -2.7 -2.0 2.1
C -0.264 -0.277 0.295 0.8 1.3 -1.2
N -1.221 -0.590 1.085 2.9 -1.1 -0.7
N 0.947 -0.892 0.241 -0.3 -3.4 1.3
S 0.936 1.955 -1.077 0.6 0.4 -0.3
H -1.249 0.956 -1.444 1.6 0.0 0.6
H -1.854 0.126 1.024 -2.7 1.8 -0.3
H 1.181 -1.788 0.758 -1.1 1.8 -0.6
H 1.765 -0.413 0.014 1.0 1.2 -0.8
```
Positions in Å, forces in eV/Å.